{
  "formula": "CH7N3O2",
  "method": "wB97M-V/def2-TZVPD",
  "symbols": ["C", "O", "O", "H", "H", "H", "H", "N", "N", "N", "H", "H", "H"],
  "xyz": [[0.830, -0.290, -1.087], [1.714, -0.702, -0.047], [0.639, 1.019, -1.154], [2.373, -0.002, 0.051], [-0.438, 1.273, -0.505], [1.168, -0.731, -2.040], [-0.185, -0.767, -0.708], [-0.599, -0.353, 1.642], [-1.453, -0.252, 0.629], [-1.511, 0.961, 0.147], [0.309, 0.107, 1.520], [-0.508, -1.297, 1.989], [-2.340, 1.034, -0.437]],
  "atomic_forces_ev_per_a": [[-1.9, -1.1, 0.7], [0.5, 0.1, 0.4], [-1.5, 1.4, 0.8], [0.0, -0.1, -0.2], [1.9, -0.5, -0.7], [-0.2, 0.0, 0.2], [1.5, -0.1, -1.3], [0.4, -0.3, -0.7], [-0.8, 2.3, 0.8], [0.1, -1.5, 0.5], [-0.3, 0.2, 0.1], [-0.1, -0.1, -0.3], [0.2, -0.4, -0.3]],
  "e_above_lowest_kj_mol": 253.1,
  "fmax_ev_per_a": 2.5,
  "homo_lumo_gap_ev": 9.34
}